{
  "formula": "C4H4NO3S",
  "method": "ωB97M-V with the def2-TZVPD basis set",
  "homo_lumo_gap_ev": [7.5, 5.6],
  "charge": -1,
  "e_above_lowest_kcal_mol": 78.82,
  "symbols": ["C", "C", "C", "C", "N", "O", "O", "O", "S", "H", "H", "H", "H"],
  "coordinates": [[-0.32, -1.92, 0.21], [2.16, 0.78, -0.11], [1.23, -0.15, -0.41], [0.41, -0.80, 0.54], [-0.90, -2.90, -0.06], [-1.70, 2.07, 0.47], [-2.22, 0.66, -1.49], [-3.15, 0.09, 0.73], [-2.14, 0.78, -0.04], [2.75, 1.26, -0.88], [2.33, 1.10, 0.90], [1.09, -0.44, -1.45], [0.48, -0.54, 1.58]]
}